The following is a DFT calculation (the ωB97M-V functional and the def2-TZVPD basis) of 2 unconnected molecules or ions with the total composition C4H13N2O2.

```
21
Properties=species:S:1:pos:R:3:forces:R:3:nbo_charge:R:1
H -0.612041 -2.681094 -1.302466 -0.579 1.290 0.921 0.0871
H 0.623222 0.252473 2.115239 -0.887 1.361 -1.734 0.1808
N -0.205122 -0.943128 -0.105303 1.820 -0.785 0.246 -0.7057
C 0.370122 1.017449 1.251594 -0.536 -0.041 1.008 -0.2134
H -2.305140 0.000664 -1.808129 -0.966 -0.573 0.393 0.4923
H -2.182210 -1.894517 -0.532425 2.134 0.391 -0.052 0.0478
H -1.664613 0.390581 0.530628 1.041 0.344 -0.380 0.2176
H 2.613233 -0.619329 0.807125 -0.302 0.820 -1.278 0.1661
C 2.821005 0.473761 0.994703 -0.720 -0.528 -2.635 -0.4322
C -0.605206 0.440124 0.158450 1.050 -1.256 2.232 -0.2406
H 3.243411 0.196828 1.917729 -0.040 1.581 2.420 0.1911
N 1.701989 1.443395 0.714502 0.311 -1.083 1.330 -0.6544
O -3.208505 0.398489 -1.374155 1.514 3.337 -2.135 -1.0626
H -3.587552 -0.278661 -0.910835 -1.350 -2.738 1.671 0.4348
H -0.201109 1.901327 1.722811 1.154 -0.998 -0.511 0.1717
O -1.325114 -0.973853 -2.149172 0.089 0.991 -1.629 -0.9028
H 1.664458 1.617391 -0.295442 -0.042 -0.359 0.605 0.3607
H -0.541892 1.092837 -0.692008 -0.240 0.441 -0.668 0.1751
H 3.660076 0.855725 0.396652 -0.097 -0.571 -0.023 0.1881
H 0.841134 -1.055974 -0.395737 -2.752 0.555 0.343 0.3401
C -1.100147 -1.634488 -1.043764 -0.601 -2.180 -0.123 0.1583
```
Positions in Å, forces in eV/Å.

Summary:
ΔE to the lowest compared entry with this formula, charge and spin   221.2 kJ/mol
Net charge   -1
E_HOMO   -0.12785 hartree
Electronic energy   -420.1346 a.u.



The following is a DFT calculation (the ωB97M-V functional and the def2-TZVPD basis) of 3 unconnected molecules or ions with the total composition C12H28B2BrNO6P.

```
51
Properties=species:S:1:pos:R:3:forces:R:3:nbo_charge:R:1
C 1.688306 -4.288462 3.732889 -0.204 -0.097 0.067 -0.0651
H 2.096837 -4.870979 2.905199 -0.080 0.012 -0.033 0.1818
H 1.371788 -4.979807 4.522255 0.086 -0.042 0.003 0.1607
H 3.142358 -3.447632 -1.146465 0.019 0.082 -0.003 0.1716
H 0.262241 -0.698936 -0.464316 0.150 0.025 -0.056 0.2187
C -0.003267 -2.860453 -0.315551 -0.207 -0.004 -0.163 -0.4384
C 1.699876 3.192182 -1.112868 -0.210 -0.472 0.116 -1.0293
O 0.306665 1.187413 -1.901439 -0.121 1.808 0.334 -0.9369
Br -4.073051 2.571617 -4.532600 -0.502 -0.258 -0.642 -0.3282
C 0.612794 -2.215644 3.757852 -0.066 0.062 -0.182 -0.0685
H 1.551793 4.165868 -0.625466 0.178 -0.087 -0.374 0.2275
H -0.350728 -1.918679 4.174295 -0.032 -0.085 -0.062 0.1860
H 0.757806 -4.792842 -1.037545 0.016 0.025 -0.015 0.2106
H -3.298676 2.054935 -0.676357 -0.074 -0.151 -0.314 0.1598
H 2.196699 -1.192908 4.865760 -0.017 -0.015 -0.037 0.2198
H -3.743493 -0.387043 -1.354054 0.291 -0.328 0.132 0.3292
H 2.537903 3.222625 -1.836143 -0.286 0.289 0.221 0.2361
H -4.605546 1.533959 -1.770362 0.367 0.205 0.120 0.1924
H 1.511323 -4.187267 0.445163 -0.025 0.001 -0.020 0.1961
H -2.180884 0.067270 -1.178298 0.113 0.002 -0.072 0.3418
H -0.288415 4.192845 -3.321042 -0.185 -0.210 0.123 0.1784
H -0.657403 -3.076765 0.528678 0.067 0.004 0.025 0.2241
O 2.000540 -1.738993 -0.901854 -0.072 -0.216 0.018 -0.5440
B -2.942428 2.574953 -2.849345 0.436 0.629 1.004 0.7746
H 1.087464 -1.447373 0.916557 -0.028 -0.025 -0.002 0.1473
C -0.731295 3.487287 -2.582828 -1.033 -1.262 0.261 -0.2834
C -3.507479 1.598475 -1.667626 0.149 -0.716 -0.674 -0.5265
O -3.058639 3.957468 -2.305127 0.549 0.162 0.574 -0.7305
N -3.005021 0.180072 -1.753070 -0.697 0.510 0.126 -0.8407
O -2.160319 6.474965 -0.113285 0.876 -0.197 -1.808 -1.1200
H 2.023145 2.471102 -0.341286 -0.146 0.240 -0.231 0.2326
H -2.968124 6.505846 -2.343629 0.823 -0.360 -0.409 -0.0550
O 0.535892 -3.567233 3.286258 0.181 0.053 0.103 -0.5401
H -0.619626 -2.785643 -1.215613 0.002 0.042 0.033 0.2104
C 2.667451 -3.255494 4.265253 0.231 0.038 -0.157 -0.4321
C 1.092375 -3.892188 -0.521866 0.115 -0.192 0.189 -0.4291
C 1.732269 -2.175073 4.783295 -0.077 -0.010 0.261 -0.4300
H 0.835669 -1.571306 2.903932 -0.022 0.091 0.081 0.1714
H 1.911534 -3.150375 -2.392077 0.020 -0.098 -0.002 0.1623
O -1.535463 2.487832 -3.217229 0.170 0.183 -0.501 -0.7326
C -1.828736 4.206152 -1.681231 0.718 0.729 -1.048 -0.2042
H -1.703953 3.824088 -0.651140 -0.516 0.269 -0.048 0.1882
H 3.275958 -2.859965 3.447355 -0.008 -0.027 0.023 0.2055
C 2.119959 -3.103010 -1.317143 -0.018 0.175 -0.174 -0.0657
B 0.407495 2.608577 -1.861057 0.317 -0.280 0.426 1.0726
H 1.349052 -2.455167 5.768750 0.011 0.031 -0.020 0.1974
C 0.799300 -1.586049 -0.130161 -0.016 0.193 0.111 -0.0662
P -1.859826 6.062953 -1.560135 -1.353 0.153 3.279 1.4685
H 0.887898 0.861008 -2.580269 0.318 -0.625 -0.316 0.4995
H 3.337773 -3.658469 5.024516 -0.027 -0.010 -0.010 0.2127
H -0.677790 6.674265 -2.069528 -0.185 -0.249 -0.259 -0.1109
```
Positions in Å, forces in eV/Å.

Summary:
Net charge   -1
E_HOMO   -0.17605 hartree
Electronic energy   -3945.4514 a.u.



The following is a DFT calculation (the ωB97M-V functional and the def2-TZVPD basis) of 3 unconnected molecules or ions with the total composition C17H41N2O.

```
61
Properties=species:S:1:pos:R:3:forces:R:3:nbo_charge:R:1
H -2.203210 1.033206 -1.132146 0.004 -0.007 -0.006 0.2126
H -7.194664 -3.890174 1.382373 -0.016 -0.001 0.004 0.1769
H 2.363289 -0.993513 -0.827421 0.001 0.004 0.001 0.2084
C -4.015496 -2.691508 1.482335 -0.025 0.033 0.099 -0.9889
H -1.028412 -3.030218 -1.718993 0.044 0.024 -0.026 0.1767
H 4.888136 1.784318 2.555250 0.011 -0.020 0.017 0.1990
H 6.525243 4.349358 0.345631 0.007 0.009 0.021 0.1913
H -1.169570 1.982196 -0.066345 -0.024 -0.002 0.005 0.2029
H -4.505050 -1.694872 -0.387868 0.042 0.048 0.047 0.1763
C 3.727739 3.024847 -0.604694 -0.020 0.008 -0.001 -0.6356
C 5.166813 2.659927 -0.976502 0.020 -0.044 0.008 -0.2032
C -1.178488 1.163011 -0.788833 0.020 -0.006 -0.013 -0.6361
H 0.804784 -1.905149 -2.592725 0.016 0.011 -0.009 0.1903
C 5.903788 1.069055 0.761831 -0.020 0.027 -0.041 -0.2154
C -7.708922 -3.377569 0.561569 0.117 -0.079 0.048 -0.0643
H 5.474538 3.746707 1.613918 -0.007 -0.018 -0.001 0.1594
H -3.084501 -2.341552 -2.721207 -0.022 0.015 0.011 0.2194
O -6.811792 -2.488004 -0.048497 -0.119 0.139 -0.081 -0.5503
H 0.276311 0.158982 0.427277 0.011 -0.008 0.000 0.1732
C -6.193070 -1.569271 0.858662 0.033 -0.206 0.090 -0.0595
C 6.342291 3.482864 0.988341 -0.024 -0.004 -0.032 -0.2130
C -4.679751 -1.574121 0.692228 0.087 0.148 -0.135 -0.4438
H 5.706213 0.340973 -0.028456 0.007 -0.026 0.026 0.1983
H -7.940669 -4.125889 -0.199374 -0.018 -0.028 0.022 0.1664
C -2.397656 -1.540778 -2.440575 -0.093 -0.022 -0.077 -0.6365
C 7.547953 3.266237 1.889640 0.010 0.008 -0.011 -0.6160
H 7.370475 2.480700 2.625345 -0.005 0.003 0.000 0.2024
H -9.219713 -2.939234 2.101523 -0.003 -0.056 -0.038 0.1964
H -1.891008 -1.204743 -3.349350 0.052 -0.009 0.024 0.1831
H 4.934729 0.032874 2.390515 -0.015 -0.010 -0.013 0.2131
H 7.773971 4.182431 2.436981 0.008 -0.002 -0.002 0.2080
H 5.154040 1.792046 -1.641283 -0.007 0.025 -0.028 0.1930
H -9.868813 -2.977834 0.456747 0.016 0.014 -0.006 0.1911
N 6.091251 2.358099 0.105881 -0.016 -0.014 0.039 -0.4546
C 0.612604 -0.951224 -2.091473 -0.053 0.007 0.012 -0.2084
C -1.433497 -2.070910 -1.380012 -0.031 -0.073 0.144 -0.2242
C -0.625268 -0.108060 -0.133389 -0.022 -0.057 0.004 -0.2224
H 1.791944 0.638556 -1.196449 -0.008 -0.002 -0.006 0.1973
H -4.218158 -2.524857 2.557351 0.044 0.028 -0.021 0.1221
H -6.629802 -0.573583 0.688068 0.046 -0.006 -0.041 0.1365
H 8.421376 2.987940 1.297872 0.000 0.000 0.004 0.2087
C -9.000164 -2.701583 1.058225 -0.008 0.093 0.025 -0.6521
H 6.858397 0.779307 1.208302 0.009 0.005 -0.002 0.1862
H 5.602426 3.485078 -1.549094 0.007 0.006 0.009 0.1830
H -1.997858 -2.280550 -0.468770 -0.016 -0.064 -0.054 0.2432
H -1.343635 -0.482836 0.599061 0.004 0.029 0.021 0.2270
H -2.917714 -2.639147 1.376656 -0.032 -0.086 -0.022 0.1242
H -3.007986 -0.723497 -2.058763 0.020 0.013 -0.014 0.2084
C 1.929137 -0.363036 -1.606095 0.042 -0.015 -0.014 -0.6180
H 3.811715 0.975742 1.418348 0.001 0.012 -0.001 0.2109
H 3.689328 3.814259 0.147790 0.020 0.012 -0.014 0.2010
H 2.638895 -0.285828 -2.432709 0.004 -0.004 0.003 0.1999
H 3.179947 2.165726 -0.222872 -0.011 0.017 0.016 0.2082
H -6.424257 -1.868579 1.890171 -0.014 0.051 -0.024 0.1585
H -0.571481 1.471099 -1.644302 0.010 0.021 0.015 0.1880
H -4.347461 -0.528677 0.921604 -0.040 -0.003 0.007 0.1111
N -0.303465 -1.228269 -1.007554 -0.013 0.075 -0.012 -0.4521
C 4.816621 0.965654 1.836460 0.010 0.018 0.006 -0.6371
H -8.884021 -1.618289 0.992540 -0.023 -0.032 0.004 0.2162
H 3.197273 3.384770 -1.488419 -0.005 -0.012 -0.001 0.2123
H 0.194325 -0.282608 -2.864328 -0.013 0.006 0.011 0.1509
```
Positions in Å, forces in eV/Å.

Summary:
Net charge   -1
E_HOMO   -0.03933 hartree
Electronic energy   -856.9503 a.u.



The following is a DFT calculation (the ωB97M-V functional and the def2-TZVPD basis) of a molecular structure, C22H16AlN5O10Se.

```
55
Properties=species:S:1:pos:R:3:forces:R:3:nbo_charge:R:1
O -3.587245 -1.981785 1.075694 0.008 0.035 0.039 -0.6558
O 3.850036 4.695502 3.793362 0.068 -0.091 -0.001 -0.7547
H 3.313992 1.061328 -0.583977 -0.015 0.032 0.014 0.2007
C -0.334487 2.416938 1.507920 0.066 0.078 -0.022 0.7879
H -1.006097 -2.000682 4.732547 0.008 0.001 0.010 0.1941
C -2.083206 -0.776243 -2.193911 -0.009 0.067 0.081 0.2238
O -0.944409 1.552898 -4.034990 -0.148 0.010 0.035 -1.1092
C 0.333050 -3.542200 -3.044355 0.018 -0.019 0.034 -0.1426
C 3.363958 3.038675 2.178881 0.041 -0.011 -0.002 -0.0625
O -0.941625 2.931562 2.425918 -0.007 0.025 -0.072 -0.6307
O 0.850128 -0.453132 -4.108604 0.004 -0.107 0.031 -1.1293
O 0.733937 -0.574178 1.034333 -0.877 0.265 -0.141 -0.7951
H -3.405108 -1.936154 -3.422271 0.019 0.012 0.017 0.2069
H -3.271896 -2.190691 3.700071 0.028 -0.082 0.002 0.2142
C 1.983511 3.144628 2.309748 -0.042 0.032 0.068 -0.2001
C -3.265789 -1.020871 -2.865818 -0.071 -0.011 -0.080 -0.2086
N -1.896180 0.338263 -1.482376 0.089 -0.226 0.176 -0.5001
C 1.238007 -1.341991 3.534233 -0.066 0.114 -0.031 -0.3932
C 4.330244 3.727332 3.172548 0.014 -0.040 0.027 0.7347
O -0.886742 1.787784 0.504507 -0.148 -0.180 0.313 -0.9017
N 1.655400 1.724977 0.420064 -0.037 -0.089 -0.027 -0.4867
O 0.740002 1.176233 -1.995580 0.156 0.130 -0.134 -1.2486
C 3.855205 2.267944 1.132024 -0.021 -0.054 0.012 -0.2264
H 4.925467 2.153057 1.025561 -0.010 0.029 -0.003 0.2348
H -2.633596 2.137576 -0.859135 0.012 -0.035 0.008 0.2382
C -0.279932 -1.082531 1.630551 0.119 -0.255 0.076 0.7648
H -5.202091 -0.237796 -3.340878 -0.003 0.009 -0.003 0.2024
H -4.807705 1.870821 -2.059285 0.018 0.014 0.030 0.2104
H 1.243702 -1.858778 4.492240 -0.011 0.006 0.016 0.1882
C -2.541701 -1.731681 1.668996 0.113 0.039 0.075 0.6185
C -1.188182 -1.827686 3.679691 0.077 -0.015 -0.023 0.0466
N -1.432240 -1.240167 1.022269 -0.071 0.151 -0.056 -0.6303
C -0.843129 -2.822744 -3.024916 -0.073 -0.006 -0.029 -0.2026
C -2.852551 1.256614 -1.444931 0.038 0.089 0.030 0.1233
C -4.268118 -0.068795 -2.819978 0.051 -0.013 0.025 -0.1469
H 1.972891 -1.792884 2.871538 0.020 -0.013 0.022 0.2178
C 1.219617 -2.024907 -1.450251 -0.182 0.035 0.080 0.1096
O 1.704770 2.100930 -4.286262 0.006 0.035 0.073 -1.0773
N -0.087282 -1.467541 2.946302 0.058 0.010 -0.050 -0.4204
H 2.003879 -1.654506 -0.803209 0.004 -0.007 -0.006 0.2174
C -4.056619 1.095185 -2.105627 -0.038 -0.055 -0.078 -0.2336
N 0.073361 -1.348295 -1.411946 0.228 0.049 -0.287 -0.5125
H 1.512822 -0.296091 3.676310 -0.011 0.003 -0.001 0.2249
C 2.972510 1.645010 0.265239 -0.034 0.017 -0.092 0.0461
O 5.467786 3.211313 3.229493 -0.082 0.123 0.001 -0.7678
Al -0.021574 0.557035 -0.518061 0.545 0.001 -0.021 2.0546
H 0.427433 -4.405691 -3.691098 0.020 0.012 0.000 0.2034
Se 0.578947 1.100273 -3.704920 0.110 0.098 -0.185 2.7973
C -0.926810 -1.698252 -2.217455 0.089 -0.089 0.188 0.2423
C 1.396151 -3.130189 -2.255734 -0.055 -0.043 -0.041 -0.2460
C -2.397474 -1.944750 3.116350 -0.065 0.025 -0.033 -0.3683
H -1.664949 -3.102327 -3.667625 0.012 0.029 0.007 0.2097
C 1.173482 2.455219 1.426447 0.042 -0.128 -0.077 0.0741
H 1.557468 3.746302 3.100356 -0.001 -0.003 -0.019 0.2525
H 2.348979 -3.639860 -2.280005 -0.003 0.000 0.025 0.2119
```
Positions in Å, forces in eV/Å.

Summary:
ΔE to the lowest compared entry with this formula, charge and spin   55.3 kJ/mol
Net charge   -2
E_HOMO   -0.12099 hartree
Electronic energy   -4518.3413 a.u.



- Among the records above, which one has the highest electronic energy?
  C4H13N2O2



- net charge of number 2 (C12H28B2BrNO6P)?
  -1



- Number 1 is which compound?
  C4H13N2O2



- What is the formula in the fourth record?
  C22H16AlN5O10Se